A structure of composition C22H24F3NO3P2Tl. Source: the Open Molecules 2025 dataset; level of theory: ωB97M-V/def2-TZVPD.

The HOMO energy (spin up / spin down) comes out at -8.080 / -10.155 eV. The charge is +1. Its energy above the lowest of the compared OMol25 structures with the same formula, charge and spin is 89.7 kcal per mole. For the molar mass, the calculation gives 673.763 Da.

The geometry in XYZ format:
```
56
Properties=species:S:1:pos:R:3:mulliken_charge:R:1
C 3.57914 -2.19763 1.63564 -0.73
C 3.28555 -1.03330 0.97957 0.70
C 2.79549 -1.11165 -0.36817 0.36
C 2.72003 -2.36907 -1.08893 -0.02
C 2.71652 -3.49094 -0.23157 -0.86
C 3.23946 -3.42228 1.05207 -0.80
C 2.38434 -2.26657 -2.45186 -1.42
C 1.79840 -1.11473 -3.00231 0.53
C 1.90260 0.08874 -2.20654 0.33
C 1.56801 1.38996 -2.74662 0.74
C 1.03728 1.45129 -4.00747 -0.78
C 0.65560 0.26805 -4.65226 -0.70
C 0.91407 -0.97742 -4.10342 -1.20
H 4.05305 -2.14206 2.59885 0.43
H 2.35393 -4.44426 -0.61279 0.66
H 3.41698 -4.31830 1.61399 0.46
H 2.02324 -3.17326 -2.86685 0.59
H 0.90654 2.42027 -4.47288 0.41
H 0.19294 0.35163 -5.61610 0.42
H 0.49963 -1.85949 -4.55967 0.49
N 2.40329 0.08417 -0.93515 0.07
Tl -0.84629 -3.71485 -0.76295 0.82
C 3.50001 0.37006 1.55957 -1.24
H 4.23247 0.93943 0.96326 0.43
H 3.86179 0.31179 2.59271 0.54
C 1.91592 2.61656 -1.88274 -1.21
H 3.00710 2.70263 -1.70778 0.43
H 1.58144 3.54889 -2.36531 0.51
P 1.98951 1.39488 1.58511 1.17
P 1.14804 2.54108 -0.23107 1.16
C -0.52579 1.90337 -0.49499 -1.28
H -1.13210 2.01534 0.41874 0.28
H -0.96523 2.50015 -1.30779 0.49
H -0.50257 0.84981 -0.80607 0.30
C 0.92528 4.25910 0.26362 -1.20
H 0.63335 4.81200 -0.64000 0.47
H 0.13962 4.35701 1.02119 0.33
H 1.86845 4.66730 0.65053 0.40
C 0.67441 0.28052 2.13990 -1.24
H 1.03301 -0.18736 3.06781 0.49
H -0.25348 0.83827 2.33869 0.23
H 0.48998 -0.50745 1.39749 0.28
C 2.22561 2.58092 2.92099 -1.22
H 1.26676 2.95087 3.30012 0.35
H 2.75675 2.05678 3.72634 0.48
H 2.83603 3.42564 2.57709 0.40
C -1.60010 2.61991 2.54627 0.19
O -2.39115 3.12232 3.20169 -0.20
H -2.24841 -2.67311 -0.60580 -0.16
F -1.84422 -5.99096 -4.59037 -0.23
C -1.35418 -5.42522 -3.48243 0.54
F -1.31150 -4.04571 -3.71022 -0.19
F -2.29871 -5.59903 -2.47907 -0.24
C 0.04316 -5.92067 -3.00811 0.61
O 0.64750 -6.65850 -3.78782 -0.58
O 0.38095 -5.46568 -1.84693 -0.58
```